C37H33ClIrN3O8S3 | the ωB97M-V functional and the def2-TZVPD basis

Each line ends with the Löwdin charge.
Geometry (Å):
Ir 7.7174 -16.3500 7.3784  1.58
Cl 11.1177 -12.8152 7.1423  0.64
S 5.7089 -17.7731 3.2060  1.03
S 10.0078 -14.7256 3.5265  1.08
S 5.4264 -13.9736 4.1290  1.04
O 8.9963 -16.2634 10.5817  0.05
O 5.5839 -15.9569 7.4165  -0.22
O 11.3748 -12.6154 5.7660  -0.35
O 10.6028 -11.5642 7.7406  -0.38
O 10.1100 -13.8235 7.2655  -0.41
O 12.3077 -13.1806 7.8737  -0.34
O 11.7677 -16.6390 11.5432  -0.03
O 7.0749 -16.7268 5.3162  -0.36
N 6.7105 -18.4632 8.1758  -0.34
N 6.1785 -13.8963 8.3527  0.06
N 7.4081 -14.5403 8.6262  -0.09
C 6.8503 -16.4538 3.0333  -0.47
C 11.2336 -15.4934 11.0570  -0.16
C 1.8834 -14.4696 6.3555  -0.10
C 5.4766 -18.3232 8.9163  -0.11
C 7.1497 -16.2240 1.7335  -0.12
C 7.0140 -14.4839 4.6713  -0.45
C 5.6807 -12.4283 4.8834  -0.41
C 1.3970 -13.3186 6.9237  -0.12
C 5.6208 -17.9523 1.4615  -0.42
C 6.4052 -17.0649 0.8437  -0.21
C 3.8956 -14.2701 7.5674  -0.16
C 6.5175 -19.2066 6.9377  -0.07
C 9.6565 -17.2340 3.9167  -0.12
C 11.3907 -19.5056 8.0960  -0.11
C 11.2988 -15.7905 3.2607  -0.43
C 11.5974 -13.1388 10.7619  -0.02
C 7.5072 -15.8860 4.3079  -0.62
C 7.6705 -19.0828 9.0925  -0.17
C 5.3195 -14.7087 7.7576  -0.42
C 3.1582 -14.9431 6.6079  -0.04
C 12.0393 -14.4095 11.1646  -0.01
C 2.1085 -12.6612 7.9098  -0.09
C 9.2883 -17.6856 7.9117  -0.24
C 10.9925 -17.0771 3.5142  -0.20
C 10.2925 -12.9925 10.2317  -0.05
C 9.0940 -18.9682 8.5218  -0.24
C 10.5299 -17.3168 7.3945  -0.10
C 6.8733 -12.3356 5.5532  -0.16
C 8.9920 -16.0365 4.0138  -0.45
C 3.3448 -13.1945 8.2436  -0.04
C 9.5047 -14.0875 9.9507  -0.12
C 9.8488 -15.3759 10.4850  -0.29
C 8.1151 -13.8329 9.4374  -0.05
C 11.1874 -17.8437 11.1178  -0.06
C 10.1204 -19.8896 8.5750  -0.06
C 7.6285 -13.5485 5.4387  -0.17
C 11.5667 -18.2439 7.5811  -0.11
H 10.8679 -17.7306 10.1067  0.05
H 4.9595 -18.6862 0.9928  0.06
H 13.0423 -14.4920 11.5846  0.13
H 7.3235 -20.0785 9.3402  0.11
H 4.6589 -18.0841 8.2177  0.09
H 8.6294 -13.6603 5.9205  0.08
H 7.4596 -19.2296 6.4420  0.07
H 0.4721 -12.8600 6.4998  0.11
H 6.2327 -20.2237 7.1058  0.09
H 7.5869 -18.6009 10.0747  0.12
H 11.6746 -17.8960 3.4032  0.09
H 5.7961 -18.6392 6.4076  0.06
H 1.2905 -14.8491 5.5120  0.11
H 7.8504 -15.5264 1.3369  0.10
H 4.8956 -11.6743 4.8072  0.06
H 3.6322 -15.7923 6.1181  0.11
H 6.4866 -16.9935 -0.2467  0.10
H 12.2594 -20.1425 8.0101  0.10
H 9.9697 -12.0264 9.9884  0.09
H 9.1410 -18.1470 4.0366  0.11
H 11.8998 -18.6042 11.1309  0.08
H 7.6571 -12.8847 9.6918  0.13
H 10.7093 -16.3356 6.9515  0.09
H 4.0231 -12.7046 8.9938  0.12
H 5.5650 -17.5421 9.6999  0.10
H 12.2228 -12.2880 10.8659  0.11
H 12.2491 -15.3476 2.8989  0.08
H 1.7294 -11.7645 8.3832  0.10
H 9.8440 -20.8707 9.0525  0.12
H 5.2423 -19.2775 9.4508  0.10
H 10.3346 -18.1004 11.7116  0.09
H 7.3505 -11.4697 6.0505  0.12
H 12.5911 -18.0136 7.2404  0.11

Calculated values
LUMO level (spin up / spin down)   2.3 / 0.7 eV
Expectation value of S²   8.8000
Charge   -1
E   -3954.57600 Eh
Kohn-Sham gap (spin up / spin down)   0.2524 / 0.2319 Ha
2S+1   6

=====

C11H21N3O4 | the ωB97M-V functional and the def2-TZVPD basis

Each line ends with the Löwdin charge.
Geometry (Å):
O 1.3070 -2.1720 -1.4498  0.07
O -3.2724 -1.7804 -1.5498  0.00
O -3.0609 2.6379 1.0424  0.07
O -3.9524 -2.4731 0.5630  0.12
N 1.8755 -2.3604 1.5771  0.06
N -0.6891 -1.6732 -0.5777  0.12
N -1.7490 3.2881 -0.6899  0.13
C -2.2959 2.3283 0.1632  -0.53
C -2.0532 -0.0811 0.9558  -0.10
C 0.6837 -1.7398 -0.4897  -0.46
C 2.3139 -0.0831 0.4906  -0.34
C -1.7043 -1.5238 0.4979  -0.20
C 1.5159 1.1529 -0.1789  -0.24
C 3.5129 -0.4101 -0.3743  -0.04
C -3.0136 -2.1035 -0.1044  -0.34
C -2.1823 0.8478 -0.3023  -0.07
C 1.3060 -1.1539 0.7186  -0.28
C 2.3187 2.5100 -0.2972  -0.13
H 3.9591 -1.1996 0.2769  0.10
H -4.0656 -2.4254 -1.6256  0.15
H -1.9040 4.2348 -0.3854  0.09
H 2.2582 -3.0414 0.8259  0.11
H -1.2852 0.6155 -0.7985  0.07
H 1.3343 3.2649 -0.3140  0.09
H 3.0989 2.5649 0.5767  0.09
H 0.4364 -0.8044 1.3863  0.14
H 4.0550 0.4649 -0.7078  0.07
H -1.2257 0.2571 1.5502  0.10
H 2.9487 2.6428 -1.3870  0.12
H -1.1072 -1.9679 -1.4267  0.12
H -2.9249 -0.2861 1.5242  0.11
H -1.3407 -2.0559 1.3635  0.14
H -3.0080 0.5897 -0.9193  0.11
H 1.3630 0.8993 -1.2470  0.11
H 1.0401 -2.7968 2.0169  0.06
H 0.5584 1.4860 0.2551  0.07
H 3.1581 -0.8188 -1.2873  0.06
H -0.7850 2.9195 -1.1266  0.14
H 2.5755 0.2460 1.4549  0.12

Calculated values
LUMO level   0.4 eV
E   -896.90934 Eh
Structure (SMILES)   CC[C@H](C)[C@H](N)C(=O)N[C@@H](CCC(N)=O)C(=O)O
Kohn-Sham gap   0.3741 Ha

=====

C45H36N6O4PdSi | the ωB97M-V functional and the def2-TZVPD basis

Each line ends with the Löwdin charge.
Geometry (Å):
Pd -0.2205 0.1739 -1.5964  0.87
Si 0.7652 0.1988 1.8717  0.41
O 3.2944 -0.1687 -3.7111  0.01
O -3.0726 3.5831 -0.9468  0.04
O -3.8669 -0.1679 -3.5678  0.00
O 0.3061 0.3919 0.3476  -0.46
N 1.8087 -0.3199 -2.0341  0.06
N -3.5619 7.3577 -1.9348  0.22
N -1.5953 5.2303 -5.0737  0.22
N -0.2628 -0.1060 -3.5813  -0.01
N -2.3375 0.1449 -1.9589  0.05
N -1.2247 3.2592 -2.3447  0.19
C -2.0873 2.8825 2.9129  -0.09
C 4.4923 -1.8404 0.2381  -0.06
C 0.8684 -1.9586 3.7314  -0.13
C -3.6090 0.4229 -1.2603  -0.24
C -4.3259 -2.6275 0.9155  -0.10
C -4.0634 -0.4898 -0.1269  -0.18
C -5.0106 0.0401 0.7572  -0.04
C -1.5477 -0.7750 -5.4719  0.03
C -5.6577 -0.7598 1.7142  -0.08
C -0.1071 1.5051 4.3449  -0.08
C -0.7188 2.6000 4.9151  -0.12
C 4.8088 -3.0295 0.8488  -0.07
C 3.5688 -0.2313 2.6177  -0.12
C 3.0986 -2.8964 -1.3425  -0.04
C -0.2948 1.3012 2.9515  -0.22
C -2.1003 5.2028 -4.0319  -0.18
C -2.5381 -0.2050 -3.1795  -0.28
C -3.7710 -1.8645 -0.0617  -0.04
C 0.8723 -0.4639 -5.6797  0.04
C 2.5405 0.6588 2.1995  -0.23
C 4.2519 -4.1893 0.3173  -0.09
C 3.1602 -0.3668 -1.3426  -0.19
C -4.6225 0.3828 -2.3974  -0.03
C -3.1390 6.3146 -2.2183  -0.14
C 3.4637 -4.1469 -0.8179  -0.07
C -1.2771 1.9549 2.2551  -0.12
C 0.7502 -3.2687 4.1683  -0.10
C 2.0048 -0.2719 -3.3279  -0.31
C 0.8780 -0.2296 -4.2595  -0.15
C -2.3318 3.9399 -1.8903  -0.45
C 0.2598 -4.2792 3.3227  -0.08
C -0.3647 -0.7247 -6.2422  -0.05
C -2.5927 5.1221 -2.7372  -0.10
C 4.0253 0.1854 -2.4998  -0.06
C -1.4615 -0.3689 -4.1415  -0.18
C 5.0373 1.6842 2.9800  -0.10
C -5.2639 -2.0813 1.8208  -0.09
C 4.7504 0.2756 3.0980  -0.09
C 2.8436 1.9901 2.0052  -0.10
C 4.0946 2.5194 2.4566  -0.10
C 3.5541 -1.7259 -0.7925  -0.18
C 0.5595 -1.5752 2.4574  -0.21
C -0.0217 -3.9215 1.9735  -0.10
C 0.1305 -2.6261 1.5832  -0.10
C -1.7464 3.2657 4.2257  -0.10
H -1.5009 1.7095 1.2034  0.09
H 3.2238 0.3302 -0.5062  0.13
H 2.5697 -2.7558 -2.3100  0.12
H 2.1435 2.6976 1.4808  0.12
H -0.8962 2.4751 -1.7859  0.06
H -5.5662 -2.8015 2.6502  0.12
H -6.4755 -0.3705 2.3647  0.12
H -4.0766 -3.6916 1.0225  0.11
H 6.0372 1.9926 3.3160  0.10
H 1.0231 -3.4935 5.2062  0.10
H -0.3671 -4.7124 1.2944  0.10
H 4.3877 -5.1437 0.7730  0.09
H 0.1606 -5.2513 3.7264  0.08
H 0.4584 0.7979 4.9830  0.10
H -0.5779 3.7182 -2.9905  0.11
H 5.5570 -0.3459 3.4732  0.10
H -3.0706 -2.3284 -0.7966  0.13
H 3.5138 -1.3153 2.6014  0.09
H 1.2456 -1.1885 4.4557  0.11
H -0.4811 2.9179 5.9481  0.11
H -3.4630 1.5110 -0.9363  0.13
H -2.5422 -1.0171 -5.8582  0.13
H -5.4364 -0.2872 -2.2398  0.12
H -0.3812 -1.1038 -7.2714  0.12
H -2.9624 3.2142 2.3195  0.10
H 1.7206 -0.3550 -6.3178  0.11
H 4.2496 3.6114 2.4809  0.10
H 4.0660 1.2685 -2.4559  0.13
H -2.3000 4.1164 4.7384  0.11
H 5.0423 -0.2200 -2.4006  0.14
H 3.2112 -5.0335 -1.4457  0.12
H 0.0726 -2.3596 0.5157  0.09
H 4.8958 -0.9152 0.6375  0.10
H -5.2628 1.1139 0.6052  0.13
H -5.0143 1.3442 -2.7063  0.13
H 5.4031 -3.0363 1.7666  0.12

Calculated values
LUMO level (spin up / spin down)   -1.0 / -3.4 eV
Expectation value of S²   2.0512
E   -2783.19802 Eh
Kohn-Sham gap (spin up / spin down)   0.1949 / 0.1729 Ha
2S+1   3

=====

C3H3NOS | the ωB97M-V functional and the def2-TZVPD basis

Each line ends with the Löwdin charge.
Geometry (Å):
S 1.4285 -0.1093 0.2432  0.80
O 2.8558 -0.2137 -0.0655  -0.40
N 0.7392 1.2333 -0.1660  -0.22
C -0.6266 1.1229 0.0233  -0.40
C 0.4549 -1.4360 -0.2799  -0.10
C -1.2897 -0.0043 -0.0969  0.04
H -1.2157 2.1679 0.1185  0.15
H -2.3471 -0.4386 -0.1279  0.08
H 0.0007 -2.3221 0.3513  0.05

Calculated values
LUMO level   -1.8 eV
E   -644.02209 Eh
Kohn-Sham gap   0.2911 Ha